No. 1
{"formula": "C7H16N2O", "method": "wB97M-V/def2-TZVPD", "elements": ["C", "C", "C", "C", "O", "H", "H", "H", "H", "H", "H", "H", "H", "H", "H", "C", "C", "N", "C", "N", "H", "H", "H", "H", "H", "H"], "positions_angstrom": [[-0.887, -0.774, -0.955], [-1.821, 0.312, 1.615], [-0.771, -2.118, -0.286], [-2.208, 1.531, 1.071], [-0.478, -0.915, -2.297], [-0.662, -0.092, -2.767], [-1.894, -0.354, -0.925], [-2.423, -0.576, 1.507], [-0.901, 0.223, 2.170], [0.114, -2.216, 0.341], [-1.627, -2.348, 0.345], [-0.693, -2.950, -0.991], [-3.226, 1.608, 0.698], [-1.894, 2.425, 1.609], [-1.218, 1.846, 0.069], [1.727, -0.017, -0.374], [2.142, 0.085, 1.092], [2.726, 0.612, -1.232], [0.344, 0.584, -0.551], [-0.022, 1.742, -0.598], [1.705, -1.069, -0.662], [2.791, 1.605, -1.020], [2.440, 0.530, -2.204], [1.426, -0.435, 1.728], [2.185, 1.132, 1.398], [3.125, -0.370, 1.217]], "e_homo_ev": [-7.56, -7.56], "relative_energy_kcal_mol": 132.1}

***

No. 2
{"formula": "C7H16N2O2", "method": "wB97M-V/def2-TZVPD", "elements": ["C", "C", "C", "C", "C", "O", "N", "H", "H", "H", "H", "H", "H", "H", "H", "H", "H", "H", "C", "C", "O", "N", "H", "H", "H", "H", "H"], "positions_angstrom": [[-1.534, -0.712, 0.611], [-0.222, 0.146, 0.977], [-2.767, 1.566, 0.698], [-1.770, -0.405, -2.496], [-2.222, 0.549, -1.293], [-2.231, 1.718, -1.674], [-2.452, 0.245, 0.058], [-1.044, -1.334, -0.089], [-1.925, -1.491, 1.333], [0.289, 0.081, 2.120], [-0.837, 1.077, 1.088], [-3.399, 2.175, -0.122], [-2.678, -0.934, -2.828], [0.377, 0.030, -0.024], [-2.972, 1.615, 1.842], [-1.787, 2.239, 0.548], [-1.626, 0.309, -3.401], [-0.904, -1.009, -2.196], [3.619, -0.057, -0.321], [3.145, -0.431, 1.067], [2.848, 0.493, 1.863], [2.957, -1.715, 1.423], [4.320, 0.679, -0.324], [2.879, 0.474, -0.960], [2.600, -2.025, 2.254], [3.100, -2.438, 0.556], [4.237, -0.845, -0.710]], "e_homo_ev": -9.14, "relative_energy_kcal_mol": 95.1, "smiles": "CCN(C)C(C)=O.CC(N)=O"}

***

No. 3
{"formula": "C7H16N2O2", "method": "wB97M-V/def2-TZVPD", "elements": ["C", "C", "C", "C", "C", "C", "C", "N", "N", "O", "O", "H", "H", "H", "H", "H", "H", "H", "H", "H", "H", "H", "H", "H", "H", "H", "H"], "positions_angstrom": [[2.777, 0.114, 0.029], [-2.192, -0.755, 0.020], [0.912, -0.271, -1.855], [0.555, 1.791, 0.572], [0.144, -0.163, 1.863], [-1.283, 0.412, -0.035], [1.140, -0.385, -0.370], [1.008, -2.160, 0.141], [0.150, 0.395, 0.507], [3.146, -0.381, 1.095], [3.259, 0.830, -0.812], [-1.847, -1.712, -0.419], [-2.618, -1.117, 0.920], [-3.062, -0.580, -0.603], [0.599, -1.265, -2.317], [0.192, 0.567, -2.037], [1.881, -0.085, -2.250], [1.588, 1.912, 0.876], [0.641, 2.183, -0.355], [-0.029, 2.321, 1.300], [0.188, 0.667, 2.537], [-0.752, -0.857, 2.001], [1.073, -0.595, 1.959], [-1.806, 1.265, 0.407], [-1.414, 0.929, -1.081], [1.710, -2.186, 0.970], [1.479, -2.549, -0.730]], "e_homo_ev": -8.35, "relative_energy_kcal_mol": 95.0}

***

No. 4
{"formula": "C7H16N2O2", "method": "wB97M-V/def2-TZVPD", "elements": ["C", "C", "C", "C", "C", "O", "N", "H", "H", "H", "H", "H", "H", "H", "H", "H", "H", "H", "C", "C", "O", "N", "H", "H", "H", "H", "H"], "positions_angstrom": [[1.509, -0.286, 1.034], [2.609, -0.652, -0.268], [1.715, 2.176, 0.574], [-1.412, 0.594, 1.791], [-0.276, 1.525, 1.409], [-0.564, 2.705, 1.272], [1.027, 0.998, 1.309], [0.594, -0.842, 0.772], [1.957, -0.610, 2.060], [2.002, -1.206, -0.979], [3.166, -1.541, 0.292], [1.432, 1.905, -0.545], [-2.014, 0.366, 0.885], [3.193, 0.372, -0.491], [1.177, 3.304, 0.486], [2.742, 2.312, 1.131], [-1.090, -0.566, 1.990], [-2.243, 0.697, 2.511], [-1.727, -2.019, -0.845], [-1.369, -1.173, -1.950], [-0.187, -1.318, -2.394], [-2.133, -0.256, -2.659], [-0.829, -2.085, -0.205], [-1.972, -3.010, -1.366], [-1.739, 0.167, -3.420], [-2.963, 0.154, -2.258], [-2.604, -1.710, -0.134]], "total_charge": 1, "e_homo_ev": [-12.84, -12.84], "multiplicity": 2, "relative_energy_kcal_mol": 68.3, "s2": 0.775}

***

No. 5
{"formula": "C7H16N4", "method": "wB97M-V/def2-TZVPD", "elements": ["C", "C", "C", "C", "C", "C", "C", "N", "N", "N", "N", "H", "H", "H", "H", "H", "H", "H", "H", "H", "H", "H", "H", "H", "H", "H", "H"], "positions_angstrom": [[-2.306, -0.736, 0.053], [-1.189, -1.650, -0.439], [-0.058, -0.756, -0.921], [2.274, -0.420, -0.397], [-3.583, -1.205, 0.566], [3.467, -0.431, 0.463], [0.642, 2.687, -0.106], [-1.976, 0.487, 0.000], [1.080, -0.903, -0.156], [-0.714, 0.796, -0.290], [-0.024, 1.640, 0.661], [-0.792, -2.263, 0.392], [-1.563, -2.380, -1.131], [0.057, -0.418, -2.023], [2.489, -0.075, -1.379], [-3.963, -2.222, 0.400], [-4.367, -0.406, 0.459], [-3.197, -1.200, 1.573], [3.190, -0.538, 1.581], [4.187, 0.479, 0.238], [3.957, -1.462, 0.366], [0.005, 3.254, -0.912], [1.174, 3.487, 0.541], [1.497, 2.215, -0.592], [0.915, -1.387, 0.682], [-0.644, 1.439, -1.185], [-0.559, 1.970, 1.555]], "total_charge": 2, "e_homo_ev": -17.75, "relative_energy_kcal_mol": 119.0, "smiles": "C/C=[NH+]/[C@H]1CC(C)=N[N@H+]1NC"}

***

No. 6
{"formula": "C7H16N4S", "method": "wB97M-V/def2-TZVPD", "elements": ["C", "C", "C", "C", "C", "C", "C", "N", "N", "N", "N", "S", "H", "H", "H", "H", "H", "H", "H", "H", "H", "H", "H", "H", "H", "H", "H", "H"], "positions_angstrom": [[0.296, -2.089, -0.496], [-1.051, -0.094, 0.147], [-1.075, 3.418, 1.041], [0.414, 3.102, 0.909], [-1.698, 2.030, 1.185], [0.405, 1.871, 0.005], [2.611, -3.766, -2.054], [-0.810, 1.163, 0.405], [-2.125, -0.728, 0.630], [-0.098, -2.811, 0.516], [-0.152, -0.817, -0.632], [3.153, -3.864, -3.594], [-1.294, 4.057, 1.892], [-1.441, 3.905, 0.137], [0.980, 3.923, 0.479], [0.841, 2.851, 1.881], [-1.688, 1.708, 2.230], [-2.719, 1.989, 0.797], [0.320, 2.174, -1.046], [1.286, 1.241, 0.138], [3.212, -3.425, -1.229], [1.595, -4.074, -1.855], [-2.802, -0.231, 1.191], [-2.435, -1.586, 0.200], [0.262, -3.748, 0.625], [-0.699, -2.499, 1.278], [0.295, -0.292, -1.374], [4.416, -3.408, -3.408]], "total_charge": 2, "e_homo_ev": [-15.81, -15.81], "relative_energy_kcal_mol": 26.1}

***

No. 7
{"formula": "C7H16NO3S", "method": "wB97M-V/def2-TZVPD", "elements": ["C", "C", "C", "C", "C", "C", "C", "N", "O", "O", "O", "S", "H", "H", "H", "H", "H", "H", "H", "H", "H", "H", "H", "H", "H", "H", "H", "H"], "positions_angstrom": [[0.016, -1.235, -0.649], [-0.384, -0.341, 2.113], [-1.921, 1.329, 1.031], [-2.528, -1.119, 1.045], [3.570, 1.783, 0.212], [0.581, -1.072, -1.983], [-1.394, -0.103, 0.998], [0.284, 0.079, -2.822], [0.272, -2.245, -0.026], [1.353, -1.992, -2.544], [-0.740, -0.198, -0.325], [2.282, 1.429, -0.956], [-0.863, -0.157, 3.071], [-0.021, -1.365, 2.100], [0.463, 0.334, 2.012], [-2.663, 1.482, 0.251], [-1.109, 2.037, 0.887], [-2.385, 1.524, 1.993], [-2.137, -2.131, 0.955], [-3.053, -1.033, 1.991], [-3.236, -0.936, 0.239], [4.484, 1.276, -0.095], [3.251, 1.423, 1.189], [3.730, 2.859, 0.247], [1.035, 0.808, -2.728], [-0.593, 0.500, -2.472], [0.215, -0.202, -3.813], [1.490, -2.734, -1.922]], "total_charge": 1, "e_homo_ev": [-13.13, -12.74], "relative_energy_kcal_mol": 16.3}

***

No. 8
{"formula": "C7H16NO6P", "method": "wB97M-V/def2-TZVPD", "elements": ["N", "C", "C", "C", "O", "C", "O", "P", "O", "O", "O", "H", "H", "H", "H", "H", "H", "H", "H", "C", "C", "C", "O", "H", "H", "H", "H", "H", "H", "H", "H"], "positions_angstrom": [[-0.830, 0.645, 4.554], [-0.483, 0.436, 3.358], [0.843, 0.871, 2.831], [0.634, 1.825, 1.630], [1.032, 1.169, 0.420], [-0.073, 0.870, -0.373], [-0.528, 1.647, -1.166], [1.613, 3.381, 1.722], [1.661, 4.014, 0.404], [3.031, 3.088, 2.348], [0.883, 4.287, 2.807], [-1.766, 0.292, 4.721], [-1.138, -0.063, 2.641], [1.358, 0.001, 2.450], [1.380, 1.325, 3.654], [-0.408, 2.126, 1.603], [-0.445, -0.142, -0.210], [3.543, 2.522, 1.766], [0.074, 4.578, 2.378], [0.198, -3.227, -3.728], [-0.767, -2.887, -2.603], [-2.177, -2.655, -3.123], [-0.308, -1.732, -1.894], [0.255, -2.403, -4.444], [1.202, -3.389, -3.335], [-0.117, -4.125, -4.260], [-0.777, -3.698, -1.874], [-2.192, -1.813, -3.821], [-2.853, -2.412, -2.303], [-2.558, -3.537, -3.639], [-0.288, -0.995, -2.515]], "e_homo_ev": -10.33, "relative_energy_kcal_mol": 0.0, "smiles": "[H]/N=C/C[C@H](OC=O)P(=O)(O)O.CC(C)O"}

***

No. 9
{"formula": "C7H16NOS", "method": "wB97M-V/def2-TZVPD", "elements": ["C", "C", "C", "C", "C", "C", "C", "N", "O", "S", "H", "H", "H", "H", "H", "H", "H", "H", "H", "H", "H", "H", "H", "H", "H", "H"], "positions_angstrom": [[-2.004, -3.401, 0.574], [1.783, 0.534, -0.725], [0.548, 1.300, -1.258], [2.195, 0.855, 0.660], [-0.032, 1.502, 1.226], [-0.566, 1.328, -0.167], [-1.733, 0.950, -0.333], [0.996, 0.571, 1.607], [0.064, -1.899, 1.364], [-1.476, -1.917, 1.062], [-1.247, -4.249, 0.482], [-2.976, -3.608, 0.125], [1.687, -0.630, -0.737], [2.666, 0.726, -1.444], [0.934, 2.260, -1.750], [0.194, 0.679, -2.116], [3.103, 0.263, 1.051], [2.485, 1.842, 0.961], [0.390, 2.437, 1.122], [-0.788, 1.361, 1.913], [-1.788, -1.411, -3.990], [-2.202, 0.768, -1.251], [-2.342, 0.793, 0.575], [0.550, -0.398, 1.446], [1.220, 0.672, 2.531], [-1.659, -1.328, -2.928]], "total_charge": 1, "e_homo_ev": -13.91, "relative_energy_kcal_mol": 76.0}